(1)
9 unconnected molecules or ions with the total composition C54H86O10, computed with ωB97M-V/def2-TZVPD.

Output
- energy (eV) = -77865.5810
- LUMO energy (eV) = 0.30
- SMILES = Oc1ccc(O)cc1.Oc1ccc(O)cc1.Oc1ccc(O)cc1.Oc1ccc(O)cc1.Oc1ccc(O)cc1.CCCCCC.CCCCCC.CCCCCC.CCCCCC

```
! wB97M-V def2-TZVPD RIJCOSX def2/J DEFGRID3
* xyz 0 1
C 4.40 -2.06 0.94
C 5.52 -2.04 -0.09
C 5.42 -3.16 -1.08
C 6.55 -3.22 -2.09
C 6.38 -4.47 -2.93
C 6.53 -5.75 -2.05
H 4.32 -3.10 1.26
H 3.41 -1.79 0.45
H 4.56 -1.42 1.77
H 5.63 -1.05 -0.56
H 6.45 -2.22 0.43
H 4.45 -3.18 -1.62
H 5.28 -4.07 -0.54
H 6.48 -2.36 -2.77
H 7.50 -3.11 -1.53
H 5.48 -4.48 -3.41
H 7.15 -4.53 -3.74
H 7.44 -6.31 -2.22
H 6.48 -5.58 -1.01
H 5.74 -6.48 -2.31
C 0.87 -0.77 -7.77
C -0.17 -1.53 -6.98
C -0.06 -1.15 -5.49
C 1.10 -1.76 -4.72
C 1.12 -1.13 -3.32
C 2.17 -1.75 -2.42
H 1.94 -0.97 -7.49
H 0.74 0.31 -7.67
H 0.86 -1.06 -8.82
H -1.19 -1.22 -7.29
H -0.11 -2.58 -7.19
H -1.01 -1.35 -4.99
H 0.07 -0.03 -5.44
H 1.02 -2.82 -4.48
H 2.07 -1.59 -5.07
H 1.33 -0.04 -3.41
H 0.11 -1.15 -2.94
H 2.09 -2.83 -2.40
H 3.13 -1.61 -2.85
H 2.30 -1.33 -1.43
C -2.25 2.21 -7.52
C -2.41 2.63 -6.02
C -1.75 3.96 -5.72
C -1.96 4.43 -4.31
C -0.82 4.11 -3.38
C -1.06 4.67 -1.97
H -2.64 2.91 -8.22
H -2.89 1.36 -7.64
H -1.23 1.94 -7.82
H -3.49 2.66 -5.76
H -2.02 1.83 -5.44
H -2.16 4.72 -6.40
H -0.71 3.86 -5.93
H -2.19 5.50 -4.27
H -2.77 3.92 -3.77
H -0.71 3.00 -3.35
H 0.10 4.52 -3.82
H -0.18 4.55 -1.32
H -1.43 5.68 -2.07
H -1.86 4.10 -1.53
C -2.87 -1.61 -2.46
C -1.99 -1.95 -1.27
C -2.25 -3.28 -0.63
C -1.65 -3.50 0.76
C -0.13 -3.24 0.77
C 0.56 -3.43 2.07
H -3.87 -1.42 -1.99
H -2.88 -2.50 -3.14
H -2.51 -0.70 -2.95
H -0.97 -1.73 -1.59
H -2.16 -1.16 -0.54
H -1.89 -4.13 -1.21
H -3.35 -3.42 -0.45
H -2.05 -2.76 1.44
H -1.93 -4.52 1.17
H 0.41 -3.82 0.06
H -0.01 -2.20 0.44
H -0.08 -2.92 2.73
H 0.48 -4.48 2.40
H 1.63 -3.05 2.13
C -0.70 3.29 5.55
C -1.55 2.21 5.59
C -1.46 1.43 6.75
C -0.49 1.64 7.73
C 0.47 2.62 7.60
C 0.27 3.45 6.50
O 1.36 4.39 6.21
O -2.32 0.40 6.93
H -0.69 3.99 4.71
H -2.31 1.95 4.92
H -0.43 0.94 8.62
H 1.30 2.75 8.27
H 1.87 4.55 7.01
H -2.72 0.19 6.08
C -5.83 1.73 0.72
C -6.83 2.47 1.34
C -6.72 3.79 1.58
C -5.66 4.47 1.10
C -4.75 3.78 0.30
C -4.78 2.41 0.12
O -3.66 1.86 -0.40
O -7.72 4.57 2.23
H -5.79 0.67 0.78
H -7.65 1.95 1.94
H -5.69 5.55 1.22
H -4.05 4.42 -0.17
H -3.96 1.02 -0.81
H -8.54 4.09 2.23
C -4.53 -3.70 4.51
C -4.08 -2.45 4.84
C -4.01 -1.48 3.89
C -4.43 -1.73 2.60
C -4.99 -2.95 2.32
C -4.92 -3.94 3.22
O -5.18 -5.25 2.90
O -3.54 -0.23 4.22
H -4.46 -4.46 5.24
H -3.61 -2.17 5.80
H -4.35 -0.91 1.87
H -5.35 -3.23 1.32
H -5.29 -5.32 1.93
H -3.15 0.16 3.40
C 5.27 2.89 3.18
C 4.29 2.95 4.15
C 3.92 1.80 4.78
C 4.62 0.61 4.52
C 5.60 0.56 3.57
C 5.98 1.71 2.91
O 7.05 1.78 1.97
O 2.90 1.72 5.65
H 5.50 3.77 2.60
H 3.69 3.82 4.28
H 4.29 -0.28 5.12
H 6.17 -0.30 3.48
H 7.00 2.70 1.66
H 2.42 2.55 5.77
C 1.63 0.67 2.29
C 0.25 0.54 2.39
C -0.65 0.91 1.42
C -0.11 1.50 0.30
C 1.23 1.51 0.08
C 2.17 1.12 1.07
O 3.49 1.22 0.74
O -1.98 0.85 1.69
H 2.22 0.48 3.17
H -0.24 0.24 3.32
H -0.65 1.87 -0.58
H 1.64 1.95 -0.78
H 4.00 0.95 1.48
H -2.42 1.06 0.85
*
```

Atomic partial charges in e from the Mulliken method, atoms 1 to 99: -0.452, -0.576, 0.070, -0.632, -0.578, -1.161, 0.616, -0.335, 0.095, 0.228, 0.443, -0.188, 0.264, 0.319, 0.320, 0.373, 0.345, 0.349, 0.352, 0.275, -1.203, -0.558, 0.188, -1.137, 0.863, -1.352, 0.277, 0.235, 0.390, 0.313, 0.386, -0.094, 0.081, 0.425, 0.415, 0.234, -0.504, 0.562, 0.774, -0.251, -1.322, -0.076, -0.749, -0.526, 0.027, -0.947, 0.426, 0.394, 0.192, 0.315, 0.043, 0.336, 0.376, 0.410, 0.143, -0.032, 0.336, 0.310, 0.505, -0.121, -1.598, 1.989, -0.839, 0.058, 0.425, -1.363, 0.425, 0.406, 0.264, -0.906, -0.446, 0.318, 0.179, -0.373, 0.351, 0.461, -0.285, 0.312, 0.423, 0.083, -0.580, -0.625, 0.432, -0.465, -0.323, 0.169, -0.633, -0.505, 0.391, 0.774, 0.289, 0.377, 0.377, 0.332, -0.300, -0.871, 0.874, -0.859, -0.293

---

(2)
A molecular structure, C34H58AlBr6ClF2N2O13S2, computed with ωB97M-V/def2-TZVPD.

Output
- energy (eV) = -532264.7750
- LUMO energy (eV) = -3.75

```
! wB97M-V def2-TZVPD RIJCOSX def2/J DEFGRID3
* xyz 0 1
C -1.35 -0.97 -2.58
C -0.94 -2.01 -1.46
C -1.58 -1.74 -0.03
C -1.57 -3.14 0.75
C -0.91 -0.56 0.78
Cl -1.66 0.99 0.10
C 0.65 -0.41 0.54
C 1.29 0.82 1.32
C 2.79 0.96 0.75
Br 4.06 0.12 2.01
C 3.17 2.45 0.48
C 2.76 3.44 1.65
Br 2.50 3.05 -1.30
O 1.41 0.44 2.71
S -0.12 0.54 3.33
O -0.65 1.92 3.49
O -0.07 -0.09 4.69
C -1.25 -0.55 2.33
H -0.77 -0.02 -2.38
H -2.45 -0.82 -2.63
H -0.96 -1.35 -3.57
H 0.18 -2.17 -1.42
H -1.35 -3.01 -1.79
H -2.69 -1.48 -0.24
H -2.36 -3.18 1.57
H -0.58 -3.19 1.29
H -1.60 -4.03 0.07
H 0.78 -0.17 -0.55
H 1.17 -1.38 0.73
H 0.71 1.77 1.20
H 2.84 0.40 -0.23
H 4.29 2.51 0.41
H 1.83 3.99 1.34
H 3.61 4.12 1.86
H 2.53 2.86 2.59
H -2.27 -0.09 2.48
H -1.21 -1.54 2.84
Al -4.09 -2.57 0.61
F 1.28 -5.19 0.64
C 0.98 -5.98 1.69
C 0.50 -7.26 1.47
C 0.19 -8.07 2.56
C 0.35 -7.58 3.85
C 0.83 -6.29 4.06
C 1.15 -5.49 2.98
H 0.37 -7.61 0.46
H -0.17 -9.07 2.39
H 0.11 -8.21 4.70
H 0.95 -5.92 5.07
H 1.53 -4.48 3.12
C -1.07 8.02 1.41
C 0.11 7.25 0.87
O 1.16 7.13 1.49
N -0.03 6.67 -0.36
C -1.18 6.69 -1.23
H -0.81 8.42 2.39
H -1.31 8.85 0.74
H -1.92 7.36 1.52
H 0.80 6.17 -0.66
H -1.49 5.66 -1.41
H -0.88 7.14 -2.19
H -2.01 7.25 -0.81
C -2.43 -1.58 6.02
C -2.92 -1.40 7.45
N -2.46 -2.44 8.35
C -3.15 -2.45 9.63
C -2.99 -1.23 10.54
C -1.02 -2.64 8.42
C -0.15 -1.44 8.80
H -2.69 -2.57 5.64
H -2.91 -0.84 5.37
H -1.36 -1.44 5.93
H -4.01 -1.41 7.43
H -2.63 -0.40 7.80
H -2.87 -3.35 10.19
H -4.22 -2.58 9.43
H -2.00 -1.20 11.00
H -3.72 -1.28 11.35
H -3.15 -0.29 10.01
H -0.68 -3.00 7.44
H -0.80 -3.47 9.10
H -0.41 -0.54 8.26
H 0.90 -1.66 8.57
H -0.20 -1.23 9.87
C -2.47 1.00 -5.79
Br -3.08 -0.81 -6.11
Br -3.56 1.89 -4.46
Br -0.58 1.06 -5.35
H -2.60 1.54 -6.72
C 0.26 3.47 -9.75
C 1.13 2.44 -9.11
O 0.22 1.70 -8.31
C -0.98 1.79 -8.95
O -1.91 1.09 -8.72
O -0.98 2.78 -9.88
F 2.05 3.02 -8.30
H 0.12 4.36 -9.13
H 0.63 3.79 -10.73
H 1.63 1.77 -9.81
O 3.34 -0.38 -9.88
S 3.46 -1.57 -9.08
O 3.09 -1.58 -7.69
O 4.96 -2.14 -9.22
C 6.06 -1.27 -8.89
C 6.19 -1.05 -7.40
C 2.63 -2.90 -9.88
H 5.95 -0.31 -9.42
H 6.96 -1.74 -9.27
H 5.33 -0.52 -6.99
H 7.09 -0.47 -7.17
H 6.25 -2.01 -6.88
H 2.93 -2.93 -10.93
H 1.56 -2.72 -9.80
H 2.89 -3.83 -9.37
Br -0.32 2.71 -3.46
C -4.54 7.22 2.88
O -5.51 7.31 3.64
O -3.41 7.75 3.09
O -4.53 6.60 1.78
*
```

Atomic partial charges in e from the Mulliken method, atoms 1 to 99: -0.706, -0.805, 0.749, -1.459, 0.815, 0.057, -1.362, 0.032, -0.739, -0.093, -0.153, -0.882, -0.123, -0.360, 1.337, -0.647, -0.641, -1.276, 0.058, 0.164, 0.367, 0.276, 0.488, 0.376, 0.204, 0.288, 0.559, 0.551, 0.149, 0.679, 0.495, 0.455, 0.255, 0.309, 0.232, 0.487, 0.313, 0.481, -0.340, 0.312, -0.505, -0.372, -0.464, -0.491, -0.254, 0.426, 0.375, 0.384, 0.402, 0.540, -1.090, 0.861, -0.687, -0.112, -0.814, 0.317, 0.363, 0.166, 0.167, 0.244, 0.265, 0.354, -1.096, -0.508, 0.085, -0.705, -0.967, -0.621, -0.974, 0.313, 0.409, 0.188, 0.435, 0.289, 0.350, 0.406, 0.218, 0.400, 0.279, 0.277, 0.369, 0.225, 0.373, 0.289, -0.262, -0.068, -0.073, 0.040, 0.330, -0.492, 0.387, -0.238, 0.595, -0.530, -0.321, -0.304, 0.290, 0.280, 0.240

---

(3)
A molecular structure, C7H18F7HfN8O23S5, computed with ωB97M-V/def2-TZVPD.

Output
- energy (eV) = -141039.0718
- LUMO energy (eV) = -8.22

```
! wB97M-V def2-TZVPD RIJCOSX def2/J DEFGRID3
* xyz 1 1
Hf -1.79 -3.08 -1.74
C -0.80 1.04 0.30
F -1.54 0.61 1.32
F -1.59 1.55 -0.64
F 0.02 1.97 0.77
S 0.19 -0.39 -0.34
O 0.79 -0.95 0.82
O -0.86 -1.35 -0.93
O 1.06 0.04 -1.38
N -1.93 -3.68 0.33
S -2.44 -2.85 1.64
O -1.42 -2.29 2.42
O -3.63 -3.35 2.19
F -2.93 -1.56 0.81
S -1.39 -5.06 1.30
O -2.39 -6.00 1.55
O -0.25 -4.86 2.10
F -0.68 -5.70 0.01
N -0.10 -4.22 -2.30
S 1.48 -4.33 -1.88
O 2.40 -3.64 -2.70
O 1.84 -5.46 -1.13
F 1.18 -3.25 -0.71
S -0.03 -5.57 -3.38
O -0.36 -6.78 -2.75
O 0.87 -5.50 -4.46
F -1.43 -5.07 -4.05
C 2.41 3.08 -0.66
N 2.38 3.43 -2.10
O 3.31 4.03 -2.58
O 1.38 3.05 -2.70
H 1.53 3.49 -0.18
H 3.28 3.45 -0.12
H 2.42 1.99 -0.65
C 3.67 -0.69 0.78
N 3.95 -1.93 0.07
O 4.64 -1.85 -0.93
O 3.47 -2.96 0.49
H 4.66 -0.31 1.08
H 3.19 -0.87 1.73
H 3.32 0.18 0.24
C 1.34 -0.92 -4.53
N -0.12 -1.08 -4.38
O -0.88 -0.65 -5.18
O -0.51 -1.75 -3.39
H 1.74 -1.74 -5.13
H 1.75 -0.83 -3.53
H 1.54 -0.04 -5.13
C -3.47 4.12 -1.07
N -4.38 4.91 -0.19
O -5.52 5.06 -0.53
O -3.87 5.39 0.81
H -2.51 3.98 -0.60
H -3.45 4.71 -1.98
H -3.92 3.14 -1.21
C -1.52 4.46 2.55
N -0.29 4.85 3.30
O 0.79 4.73 2.72
O -0.43 5.20 4.44
H -2.15 5.34 2.55
H -1.98 3.64 3.09
H -1.23 4.19 1.54
C -0.02 1.04 4.31
N 0.43 1.57 5.63
O 1.53 1.20 5.98
O -0.31 2.31 6.23
H 0.22 1.77 3.53
H -1.11 0.95 4.31
H 0.45 0.08 4.19
*
```

How positive or negative is each atom? The Mulliken charges in e answer that: 1.222, 0.230, -0.149, -0.181, -0.088, 1.378, -0.449, 0.438, -0.470, -0.161, 1.032, -0.408, -0.519, -0.281, 0.973, -0.508, -0.411, -0.198, 0.148, 1.022, -0.472, -0.507, -0.217, 0.931, -0.434, -0.427, -0.335, -0.050, 0.988, -0.561, -0.567, 0.135, 0.326, -0.342, -0.582, 1.068, -0.596, -0.551, 0.438, 0.261, 0.019, -0.601, 0.706, -0.454, -0.538, 0.302, 0.163, 0.315, -0.487, 0.901, -0.546, -0.515, 0.032, 0.325, 0.274, -0.596, 0.971, -0.555, -0.542, 0.370, 0.317, 0.018, -0.568, 0.990, -0.555, -0.537, 0.048, 0.288, 0.327

---

(4)
A molecular structure, C33H51N2O3PS6Tl, computed with ωB97M-V/def2-TZVPD.

Output
- energy above the lowest of the compared OMol25 structures with the same formula, charge and spin (kcal/mol) = 29.5
- energy (eV) = -123142.3076
- LUMO energy (eV) = -8.73

```
! wB97M-V def2-TZVPD RIJCOSX def2/J DEFGRID3
* xyz 3 1
Tl 0.35 0.23 -0.15
C -2.31 2.03 1.57
C -1.10 2.93 1.80
S 0.51 2.11 1.93
C 0.55 1.50 3.64
C -0.54 0.53 4.08
S -0.59 -0.88 2.96
C -2.24 -1.56 3.24
C -2.52 -2.68 2.24
S -2.10 -2.40 0.50
C -3.50 -1.46 -0.13
C -3.66 -0.04 0.39
S -2.29 1.10 0.01
H -3.20 2.66 1.57
H -2.41 1.30 2.37
H -1.24 3.48 2.73
H -0.99 3.64 0.99
H 0.55 2.39 4.28
H 1.53 1.04 3.73
H -1.52 1.02 4.11
H -0.31 0.20 5.10
H -2.97 -0.75 3.17
H -2.30 -1.96 4.25
H -3.57 -2.97 2.30
H -1.95 -3.57 2.52
H -4.42 -2.01 0.09
H -3.38 -1.47 -1.21
H -3.81 -0.04 1.47
H -4.56 0.40 -0.05
C 1.31 -3.08 1.30
P 1.49 -2.13 -0.22
C 0.91 -3.17 -1.57
C 0.38 -4.42 -1.29
C 0.01 -5.28 -2.32
C 0.18 -4.88 -3.64
C 0.70 -3.63 -3.93
C 1.06 -2.77 -2.90
C 3.23 -1.77 -0.39
C 4.08 -2.03 0.61
C 5.50 -1.69 0.56
C 6.03 -1.05 -0.48
C 5.21 -0.67 -1.67
C 3.71 -1.08 -1.64
H 1.92 -3.98 1.21
H 0.27 -3.36 1.45
H 1.64 -2.49 2.16
H 0.24 -4.76 -0.27
H -0.39 -6.25 -2.09
H -0.09 -5.55 -4.44
H 0.84 -3.33 -4.96
H 1.42 -1.78 -3.14
H 3.74 -2.52 1.52
H 6.12 -1.98 1.40
H 7.08 -0.81 -0.49
H 5.72 -1.02 -2.57
H 3.43 -1.65 -2.52
S 5.09 1.96 -0.45
C 4.80 0.83 -1.83
C 3.30 0.42 -1.76
N 2.68 0.97 -0.55
C 3.48 1.70 0.12
H 5.13 1.30 -2.75
H 2.68 0.69 -2.61
H 3.17 2.19 1.03
O 1.43 2.70 -2.68
C 0.67 3.12 -1.81
O 0.09 2.47 -0.89
C 0.35 4.64 -1.80
N 1.16 5.25 -2.92
C 0.21 5.83 -3.94
C -1.08 5.07 -3.69
C -1.10 4.94 -2.16
H 0.67 5.06 -0.85
H 1.68 4.43 -3.31
H 1.84 5.93 -2.59
H 0.64 5.72 -4.93
H 0.10 6.89 -3.71
H -1.03 4.08 -4.16
H -1.94 5.59 -4.09
H -1.76 4.15 -1.81
H -1.42 5.88 -1.71
C 1.19 0.51 -5.20
C -0.27 0.11 -5.03
S -0.96 0.69 -3.47
O -0.27 -0.16 -2.39
C -2.61 -0.02 -3.63
C -2.66 -1.53 -3.80
H 1.52 0.23 -6.20
H 1.82 0.00 -4.48
H 1.33 1.59 -5.08
H -0.40 -0.97 -5.06
H -0.90 0.57 -5.79
H -3.08 0.52 -4.46
H -3.12 0.31 -2.72
H -2.37 -1.83 -4.80
H -3.68 -1.88 -3.64
H -2.00 -2.03 -3.09
*
```

How positive or negative is each atom? The Mulliken charges in e answer that: 1.183, -0.605, -0.813, 0.461, -1.124, -0.972, 0.341, -0.823, -1.413, 0.520, -0.320, -1.275, 0.703, 0.732, -0.422, 0.812, -0.030, 0.553, 0.468, 0.467, 0.583, 0.352, 0.601, 0.572, 0.463, 0.768, -0.421, 0.483, 0.618, -2.144, 1.871, 0.904, -0.302, -0.909, -0.808, -1.190, 0.211, -0.187, -0.258, -0.680, -1.185, -0.305, -0.732, 0.685, 0.180, 0.547, 0.274, 0.489, 0.456, 0.551, -0.045, 0.431, 0.489, 0.474, 0.453, 0.735, -0.240, -0.123, -0.124, 0.502, -0.401, 0.615, -0.142, 0.177, -0.797, -0.426, 0.538, -0.522, 0.091, -0.665, -0.396, -0.530, 0.444, 0.360, 0.381, 0.406, 0.347, -0.091, 0.544, 0.126, 0.467, -0.930, -0.549, 0.900, -1.132, -0.430, -1.311, 0.509, 0.051, 0.190, 0.057, 0.682, 0.644, 0.254, 0.352, 0.486, 0.224

---

(5)
4 unconnected molecules or ions with the total composition C6H19NO3, computed with ωB97M-V/def2-TZVPD.

Output
- energy above the lowest of the compared OMol25 structures with the same formula, charge and spin (kcal/mol) = 80.1
- energy (eV) = -14159.6074
- LUMO energy (eV) = 0.41
- SMILES = C/C=C/C[C@@H](C)N.O.O.O

```
! wB97M-V def2-TZVPD RIJCOSX def2/J DEFGRID3
* xyz 0 1
C -1.15 -1.95 -1.75
C -0.11 -0.91 -1.33
C -0.35 0.49 -1.89
C -0.23 1.39 -0.68
C 0.96 1.78 -0.16
C 0.91 2.66 1.09
N 1.29 -1.42 -1.61
H -1.32 -2.07 -2.85
H -0.97 -3.03 -1.57
H -2.18 -1.76 -1.33
H -0.28 -0.73 -0.13
H -1.23 0.82 -2.52
H 0.42 0.89 -2.60
H -1.27 1.66 -0.37
H 2.02 1.53 -0.50
H 0.00 3.17 1.31
H 1.31 2.07 1.86
H 1.62 3.41 0.87
H 1.45 -1.68 -2.60
H 2.05 -0.80 -1.29
H 1.60 -3.90 -0.03
H 0.65 -2.73 0.13
O 1.08 -3.42 0.53
H -1.94 0.14 2.11
H -1.37 -1.03 2.46
O -1.57 -0.18 2.95
H 0.05 1.80 3.84
H -0.88 1.54 2.70
O -0.57 2.27 3.34
*
```

How positive or negative is each atom? The natural (NBO) charges in e answer that: -0.648, -0.048, -0.491, -0.219, -0.182, -0.629, -0.875, 0.212, 0.231, 0.217, 0.183, 0.224, 0.221, 0.203, 0.206, 0.232, 0.209, 0.204, 0.368, 0.373, 0.469, 0.474, -0.944, 0.456, 0.473, -0.912, 0.461, 0.472, -0.943

---

(6)
A single C4H3N3 molecule, computed with ωB97M-V/def2-TZVPD.

Output
- energy above the lowest of the compared OMol25 structures with the same formula, charge and spin (kcal/mol) = 79.0
- energy (eV) = -8662.9832
- LUMO energy (eV) = 0.52
- SMILES = C#Cc1cnn[nH]1

```
! wB97M-V def2-TZVPD RIJCOSX def2/J DEFGRID3
* xyz 0 1
C 2.30 0.11 -0.24
C 1.36 -0.17 0.48
C -0.07 -0.08 0.55
C -0.74 1.01 0.05
N -1.91 0.61 -0.48
N -2.04 -0.67 -0.30
N -0.94 -1.09 0.34
H 2.93 0.45 -1.01
H -0.34 2.01 -0.01
H -0.84 -2.06 0.61
*
```

How positive or negative is each atom? The natural (NBO) charges in e answer that: -0.151, -0.065, 0.011, -0.076, -0.234, -0.050, -0.316, 0.241, 0.219, 0.420

---

HOMO: -7.963, -5.337, -12.830, -15.599, -9.240, -9.310 (eV)
Max |F|: 0.08457, 0.12369, 0.14785, 0.00301, 0.10175, 0.02407 (Eh/bohr)